C4H12 | wB97M-V/def2-TZVPD

## Properties
SMILES	CC.CC
relative energy (zero: lowest compared OMol25 entry of this formula, charge and spin)	114.7	kJ/mol

Element x y z (Å)
C  -0.54769  0.23066  2.67736
C  0.29350  0.99036  1.64501
H  -0.21128  0.41156  3.71038
H  -1.60262  0.38378  2.66865
H  -0.20492  -0.72491  2.50621
H  -0.20309  0.90567  0.68660
H  0.35759  2.13070  1.78683
H  1.31443  0.67301  1.73801
C  0.41037  0.07255  -1.93691
C  -0.12331  -1.23145  -2.41469
H  0.21834  0.18069  -0.76432
H  1.47788  0.17426  -2.15733
H  -0.18696  0.88313  -2.52074
H  0.44406  -1.88776  -3.16617
H  -1.19674  -1.18106  -2.85477
H  -0.23954  -2.01120  -1.60413

C3H5NO2 | wB97M-V/def2-TZVPD

## Properties
SMILES	O/N=C\[C@@H]1CO1
relative energy (zero: lowest compared OMol25 entry of this formula, charge and spin)	448.6	kJ/mol

Element x y z (Å)
O  -1.91967  0.69119  0.16885
N  -1.85524  -0.61382  -0.25792
C  -0.69967  -1.05371  -0.01226
C  0.42699  -0.28602  0.50024
C  1.14567  0.64667  -0.37087
O  1.70109  -0.58333  0.08401
H  -0.97997  0.90938  0.24948
H  -0.59247  -2.06024  -0.48699
H  0.16468  0.11516  1.46222
H  0.86707  0.73343  -1.38835
H  1.74153  1.50129  0.05159

C23H31NO5 | wB97M-V/def2-TZVPD

## Properties
SMILES	CCCCO[C@@H]1C[C@@H](c2ccc(OCc3ccc(OC)cc3)c(OC)c2)N(C)O1
relative energy (zero: lowest compared OMol25 entry of this formula, charge and spin)	464.0	kJ/mol

Element x y z (Å)
C  5.23387  5.43077  -4.80470
C  5.13940  6.13160  -3.45411
C  4.64940  5.21409  -2.33553
C  3.19676  4.78821  -2.50794
O  2.80856  4.06105  -1.35411
C  1.51546  3.53430  -1.42687
C  1.20515  2.81738  -0.11458
C  1.73075  1.39518  -0.40106
C  0.80983  0.33529  0.14346
C  1.03678  -0.24591  1.37844
C  0.14655  -1.18212  1.86559
C  -0.97661  -1.57626  1.14394
O  -1.73025  -2.52296  1.76726
C  -3.02501  -2.86259  1.30606
C  -3.67121  -3.76359  2.32543
C  -5.04148  -3.70698  2.55386
C  -5.63698  -4.54468  3.47210
C  -4.87153  -5.45958  4.19630
O  -5.55586  -6.23556  5.08486
C  -4.83637  -7.16654  5.85488
C  -3.50107  -5.51860  3.97338
C  -2.91590  -4.67814  3.04151
C  -1.19864  -1.00033  -0.12197
O  -2.29061  -1.41391  -0.84750
C  -2.49956  -0.85560  -2.12127
C  -0.30621  -0.04591  -0.58802
N  1.82694  1.29681  -1.86424
C  3.16913  1.01782  -2.32957
O  1.36936  2.54428  -2.40505
H  5.66473  6.09951  -5.54631
H  5.86567  4.54834  -4.73161
H  4.25218  5.12393  -5.15521
H  6.12793  6.50722  -3.18099
H  4.46994  6.99074  -3.53550
H  4.73274  5.72823  -1.37623
H  5.27529  4.32111  -2.28814
H  3.06998  4.15624  -3.39532
H  2.54570  5.66997  -2.61572
H  0.79338  4.32432  -1.68987
H  0.12990  2.80204  0.05679
H  1.71087  3.28957  0.72199
H  2.72607  1.28046  0.04562
H  1.89998  0.03167  1.96416
H  0.29958  -1.64401  2.82811
H  -3.63260  -1.96179  1.16432
H  -2.95924  -3.38572  0.34168
H  -5.64767  -3.00013  2.00604
H  -6.69923  -4.50743  3.65526
H  -5.57317  -7.65607  6.49002
H  -4.34671  -7.91723  5.22574
H  -4.08689  -6.67528  6.48410
H  -2.87798  -6.21307  4.51481
H  -1.85110  -4.72474  2.87478
H  -3.39535  -1.34219  -2.50549
H  -2.66985  0.22430  -2.06671
H  -1.65965  -1.05731  -2.79297
H  -0.44446  0.41261  -1.55258
H  3.15870  1.04233  -3.41793
H  3.91385  1.73162  -1.95473
H  3.42678  0.01322  -1.99871

C32H63NO3 | wB97M-V/def2-TZVPD

## Properties
relative energy (zero: lowest compared OMol25 entry of this formula, charge and spin)	23.1	kJ/mol

Element x y z (Å)
C  -8.88716  3.69548  -1.89518
C  -9.31762  4.79701  -2.89369
C  -8.09722  5.24449  -3.75986
C  -8.34654  5.02512  -5.28168
C  -8.09305  3.53422  -5.66942
C  -6.93356  3.43390  -6.71704
C  -5.65947  2.88309  -6.00844
C  -4.35061  3.41651  -6.67007
C  -3.50672  4.21180  -5.62390
C  -2.59168  3.26287  -4.84063
C  -1.52179  3.99026  -4.00713
C  -0.41749  3.02621  -3.46543
C  -0.36386  3.10317  -1.92633
C  0.39427  1.92875  -1.26263
C  1.74491  2.35501  -0.60556
C  2.07912  1.49974  0.63573
C  3.60712  1.25721  0.79457
C  4.08208  1.26741  2.28067
C  4.95711  0.03100  2.64964
C  4.53544  -0.64986  3.97190
C  4.03224  -2.10582  3.78314
C  2.66450  -2.01107  3.08383
O  2.10207  -1.11478  2.61951
O  2.17402  -3.30487  3.18150
C  2.43425  -3.67776  4.52414
C  2.34750  -5.19569  4.65131
C  3.37614  -5.98150  3.78175
C  2.73035  -6.71032  2.59153
C  2.89627  -5.91921  1.27147
C  4.37739  -5.62913  0.90844
N  4.66293  -4.18088  0.88242
C  3.66592  -2.88426  5.09195
C  4.91571  -3.62651  5.57041
C  4.69232  -4.56624  6.78614
C  5.99072  -4.75246  7.59022
O  6.87308  -5.64348  6.91028
H  -8.46798  4.13440  -0.98384
H  -9.76996  3.11638  -1.60526
H  -8.10948  3.04672  -2.30542
H  -10.09307  4.44940  -3.57824
H  -9.63114  5.66877  -2.31455
H  -7.85758  6.30431  -3.62034
H  -7.20860  4.65388  -3.51037
H  -9.39389  5.23782  -5.51890
H  -7.66681  5.69834  -5.80705
H  -7.81062  2.95691  -4.78532
H  -8.97737  3.05559  -6.10207
H  -7.20625  2.75330  -7.53122
H  -6.70446  4.39810  -7.17662
H  -5.66866  1.78900  -6.05176
H  -5.67575  3.17654  -4.95409
H  -4.56891  4.09201  -7.50180
H  -3.77643  2.55974  -7.03548
H  -2.92731  4.96211  -6.17586
H  -4.22145  4.72453  -4.97151
H  -3.23595  2.73005  -4.12399
H  -2.15259  2.50157  -5.49436
H  -1.09444  4.82825  -4.56728
H  -2.03489  4.40835  -3.13226
H  -0.62349  2.00344  -3.79595
H  0.52396  3.36986  -3.90782
H  -1.40000  3.08328  -1.56720
H  0.06026  4.07286  -1.64462
H  0.56502  1.09764  -1.95403
H  -0.22595  1.54840  -0.44102
H  1.63163  3.40303  -0.31520
H  2.52501  2.19518  -1.35744
H  1.55761  0.54105  0.54587
H  1.72221  1.96552  1.56071
H  3.85927  0.29946  0.32785
H  4.12372  2.05227  0.24534
H  4.65536  2.19070  2.41762
H  3.20498  1.33704  2.92777
H  4.92698  -0.69002  1.82486
H  5.98226  0.41152  2.70286
H  5.39824  -0.67795  4.65061
H  3.73177  -0.07127  4.44189
H  4.79284  -2.55589  3.13756
H  1.61214  -3.34278  5.18454
H  2.38215  -5.47197  5.70727
H  1.34540  -5.47546  4.30490
H  3.82623  -6.74278  4.43242
H  4.16655  -5.28536  3.49192
H  1.64901  -6.83491  2.72500
H  3.12279  -7.72445  2.45415
H  2.44423  -6.51389  0.46689
H  2.31860  -4.99156  1.33321
H  4.59628  -6.12389  -0.04893
H  4.98600  -6.11209  1.67970
H  4.25489  -3.80100  0.03039
H  5.67074  -4.09919  0.74940
H  3.37081  -2.05958  5.74700
H  5.61512  -2.85654  5.93137
H  5.44521  -4.14142  4.76711
H  4.44837  -5.54572  6.35327
H  3.82459  -4.27896  7.38965
H  5.74885  -5.09686  8.60273
H  6.51332  -3.79167  7.62211
H  6.65189  -6.54154  7.19030

C44H63BF15NO16 | wB97M-V/def2-TZVPD

## Properties
SMILES	CCCCCCCCCN1C(=O)c2cc(COCCOCC)c(B(O)O)c(CC)c2C1=O.CCOC(=O)C(F)(F)F.CCOC(=O)C(F)(F)F.CCOC(=O)C(F)(F)F.CCOC(=O)C(F)(F)F.CCOC(=O)C(F)(F)F

Element x y z (Å)
C  3.16294  1.68310  1.63214
C  2.42207  2.96546  2.04879
C  3.34746  4.14567  2.36153
C  4.32074  4.53769  1.22871
C  4.81535  5.97983  1.39341
C  3.97164  7.11087  0.78374
C  3.83464  7.12418  -0.76105
C  2.64589  8.01087  -1.21675
C  1.66163  7.40800  -2.23865
N  0.50202  6.71927  -1.66719
C  0.92729  5.50574  -0.99648
O  1.05654  5.39106  0.16902
C  1.04200  4.48766  -2.11034
C  1.81991  3.30935  -2.24736
C  1.70553  2.56448  -3.47895
C  2.60446  1.34121  -3.60599
O  3.95387  1.69434  -3.33646
C  4.61444  2.28764  -4.44625
C  4.54558  3.82350  -4.43011
O  5.85801  4.35011  -4.57571
C  5.89838  5.67865  -5.07037
C  6.73895  6.59623  -4.16582
C  0.78521  2.98649  -4.51554
B  0.62814  2.14977  -5.85644
O  1.67301  2.09689  -6.74713
O  -0.55341  1.49828  -6.15753
C  -0.01050  4.17765  -4.34792
C  -1.00361  4.64523  -5.38401
C  -2.45209  4.50066  -4.83247
C  0.16926  4.92182  -3.13946
C  -0.41601  6.22022  -2.67519
O  -1.41490  6.76603  -2.97835
H  3.60512  1.14185  2.46946
H  2.43207  1.02120  1.15077
H  3.89906  1.89807  0.85358
H  1.83266  2.72717  2.94287
H  1.69329  3.22896  1.28955
H  3.90643  3.89032  3.26886
H  2.70785  4.99781  2.61554
H  3.91933  4.32789  0.23118
H  5.19738  3.88689  1.32737
H  4.83165  6.14830  2.47786
H  5.85168  6.07249  1.05207
H  4.49701  8.04079  1.03647
H  3.00251  7.17393  1.28513
H  4.74964  7.58290  -1.14781
H  3.77797  6.11204  -1.17452
H  3.02310  8.91842  -1.69573
H  2.08406  8.33252  -0.33640
H  1.26810  8.24034  -2.82820
H  2.22184  6.76118  -2.93422
H  2.50549  3.01319  -1.46963
H  2.33803  0.61381  -2.83227
H  2.52366  0.85591  -4.58198
H  5.66998  2.01641  -4.36874
H  4.21171  1.92080  -5.39416
H  4.12221  4.17745  -3.48247
H  3.92565  4.16007  -5.27050
H  4.90117  6.10009  -5.22809
H  6.37641  5.65030  -6.05795
H  7.69271  6.84495  -4.63277
H  6.93499  6.12130  -3.20393
H  6.20113  7.53043  -3.98261
H  1.54377  1.32966  -7.32043
H  -0.91879  1.04868  -5.38658
H  -0.96370  4.04770  -6.29276
H  -0.83438  5.69547  -5.62675
H  -2.93840  5.46600  -4.70070
H  -2.42143  4.03386  -3.84444
H  -3.05390  3.86860  -5.48747
C  -6.23816  0.03734  -0.83033
C  -5.74818  1.40685  -1.24399
O  -4.31062  1.42244  -1.37933
C  -3.82561  0.95374  -2.51487
O  -4.43959  0.52644  -3.44616
C  -2.29112  1.07003  -2.49679
F  -1.77384  0.65037  -1.33741
F  -1.91404  2.34248  -2.68520
F  -1.74407  0.33487  -3.47569
H  -5.73580  -0.28874  0.08006
H  -7.31245  0.05747  -0.65103
H  -6.03115  -0.70338  -1.60269
H  -5.97325  2.14346  -0.47601
H  -6.21381  1.74243  -2.16978
C  0.34550  -0.26208  2.65220
C  1.06688  -1.55198  2.96968
O  1.39232  -1.63659  4.37303
C  0.41738  -2.03927  5.17312
O  -0.69649  -2.33560  4.85850
C  0.93919  -2.11867  6.61982
F  1.65632  -1.03720  6.94111
F  1.72219  -3.19473  6.76786
F  -0.07060  -2.21762  7.48063
H  0.93135  0.59247  2.98871
H  0.17953  -0.17603  1.57842
H  -0.62048  -0.21685  3.15537
H  2.02012  -1.59131  2.44473
H  0.48736  -2.41861  2.67008
C  -5.34994  -6.10139  4.66693
C  -5.16406  -4.60094  4.61537
O  -5.62774  -4.06089  3.36042
C  -6.93082  -3.85793  3.25725
O  -7.76344  -4.07129  4.08693
C  -7.24298  -3.24112  1.88218
F  -6.58945  -3.87085  0.90014
F  -6.87051  -1.95128  1.86112
F  -8.54257  -3.30005  1.61245
H  -4.86271  -6.57120  3.81564
H  -4.92242  -6.50180  5.58571
H  -6.40537  -6.36391  4.63283
H  -4.10868  -4.34341  4.66803
H  -5.66717  -4.10144  5.44279
C  -4.30907  -12.99612  3.39954
C  -4.60558  -12.46365  4.78420
O  -5.10265  -11.11122  4.72925
C  -6.39095  -10.97680  4.44863
O  -7.17518  -11.85239  4.23827
C  -6.76928  -9.48522  4.47157
F  -5.86598  -8.74089  3.82122
F  -6.83313  -9.04461  5.73621
F  -7.95375  -9.28503  3.90662
H  -3.62165  -12.33160  2.87534
H  -3.86048  -13.98667  3.46625
H  -5.21880  -13.06807  2.80428
H  -3.69514  -12.41190  5.37740
H  -5.31380  -13.09704  5.31698
C  3.84331  -7.71046  0.73934
C  3.89687  -6.21141  0.54365
O  2.58131  -5.66682  0.31004
C  1.84065  -5.45689  1.38767
O  2.14539  -5.66886  2.52290
C  0.49448  -4.83464  0.97657
F  -0.03872  -5.45833  -0.07692
F  0.67133  -3.54275  0.64803
F  -0.37912  -4.88815  1.97437
H  3.35079  -8.18775  -0.10832
H  4.85123  -8.11270  0.83421
H  3.28224  -7.96881  1.63691
H  4.47358  -5.96136  -0.34418
H  4.35959  -5.70975  1.39268

What did we get for DFT total energy? Answer: -4341.3391, -8773.0448, -36078.8675, -41837.1662, -122342.2746 eV, in the order shown.
What did we get for LUMO? Answer: 1.1, 0.8, 0.8, 0.7, -0.2 eV, in the order shown.